(1)
ORCA calculation (wB97M-V/def2-TZVPD) on an isolated molecule of C13H22N6O2S.

Calculated values
Frontier orbital gap ... 0.355 Ha

Structure (ORCA input):
```
! wB97M-V def2-TZVPD RIJCOSX def2/J DEFGRID3
* xyz 0 1
C 2.067 -1.231 -3.899
C 2.077 -0.839 -2.425
C 2.565 0.589 -2.209
N 0.740 -0.949 -1.894
N -0.253 -0.120 -2.216
N -1.271 -0.449 -1.540
N -1.022 -1.485 -0.754
C 0.238 -1.804 -0.975
S 1.135 -3.067 -0.199
C -0.108 -3.575 1.032
C -0.802 -2.397 1.701
O -1.961 -2.431 2.035
N 0.022 -1.354 1.995
N -0.524 -0.075 2.158
C -0.001 0.912 1.376
O 1.034 0.721 0.760
C -0.753 2.218 1.402
C -1.313 2.482 -0.003
C -2.041 3.821 -0.041
C -1.103 4.952 0.371
C -0.539 4.694 1.765
C 0.189 3.355 1.810
H 1.731 -2.259 -4.023
H 3.068 -1.141 -4.310
H 1.397 -0.574 -4.450
H 2.693 -1.542 -1.851
H 2.462 0.861 -1.161
H 3.607 0.673 -2.500
H 1.968 1.274 -2.806
H -0.866 -4.188 0.544
H 0.433 -4.175 1.765
H 0.938 -1.276 1.555
H -1.500 -0.102 2.426
H -1.578 2.151 2.118
H -0.484 2.492 -0.713
H -1.987 1.674 -0.295
H -2.421 3.997 -1.048
H -2.895 3.791 0.639
H -1.638 5.904 0.357
H -0.281 5.017 -0.345
H 0.149 5.494 2.044
H -1.356 4.687 2.491
H 1.037 3.368 1.123
H 0.573 3.170 2.816
*
```

=====

(2)
ORCA calculation (wB97M-V/def2-TZVPD) on a cluster of 2 separate species, C13H22O7 in total.

Calculated values
Frontier orbital gap ... 0.402 Ha

Structure (ORCA input):
```
! wB97M-V def2-TZVPD RIJCOSX def2/J DEFGRID3
* xyz 0 1
C 5.289 -2.532 0.320
C 4.639 -1.604 -0.153
O 3.582 -0.796 -0.621
C 2.932 -0.136 0.440
O 2.369 0.918 0.191
O 2.870 -0.595 1.772
O 2.317 -1.842 1.856
C 0.848 -1.754 1.889
C 0.325 -2.405 0.537
C 1.085 -3.795 0.218
C -1.246 -2.709 0.495
C -1.911 -1.624 -0.488
C -1.993 -2.590 1.898
H 5.747 -3.501 0.671
H 0.540 -0.678 2.051
H 0.546 -2.363 2.810
H 0.613 -1.679 -0.302
H 0.574 -4.213 -0.707
H 2.198 -3.610 0.035
H 0.914 -4.468 1.126
H -1.395 -3.751 0.059
H -2.957 -1.981 -0.757
H -1.920 -0.611 0.041
H -1.228 -1.556 -1.402
H -1.921 -1.515 2.251
H -3.074 -2.948 1.812
H -1.429 -3.234 2.642
C 0.583 3.755 0.246
C 0.309 2.858 -0.944
O -1.103 2.728 -1.178
C -1.688 3.772 -1.778
O -1.143 4.785 -2.141
O -3.002 3.507 -1.885
C -3.767 4.585 -2.419
H 0.039 3.403 1.126
H 1.650 3.778 0.474
H 0.252 4.778 0.055
H 0.685 1.856 -0.734
H 0.818 3.212 -1.844
H -3.358 4.929 -3.370
H -3.808 5.405 -1.699
H -4.780 4.222 -2.591
*
```

=====

(3)
ORCA calculation (wB97M-V/def2-TZVPD) on a structure of composition C13H23BeClO4S.

Calculated values
Frontier orbital gap ... 0.099 Ha

Structure (ORCA input):
```
! wB97M-V def2-TZVPD RIJCOSX def2/J DEFGRID3
* xyz 2 1
C 2.675 2.283 0.614
C 3.090 0.821 0.817
C 1.912 -0.082 1.265
C 2.544 -1.358 1.860
C 1.094 -0.385 -0.009
O 1.530 -1.672 -0.655
S 0.984 -1.693 -2.074
O 0.784 -3.039 -2.484
O 2.007 -1.024 -2.994
C -0.607 -0.861 -2.264
C -0.958 0.241 -1.222
C -2.429 0.645 -1.232
C -2.608 1.903 -0.322
C -3.461 1.537 0.894
Cl -3.427 2.830 2.100
C -0.431 -0.304 0.143
C -1.122 -1.647 0.474
C -1.604 -1.703 1.922
O -0.959 -1.274 2.834
H 3.496 2.799 0.111
H 1.802 2.410 -0.038
H 2.524 2.805 1.558
H 3.874 0.795 1.571
H 3.495 0.442 -0.127
H 1.276 0.410 1.999
H 3.271 -1.025 2.601
H 3.127 -1.906 1.119
H 1.826 -1.986 2.387
H 1.376 0.399 -0.724
H -1.371 -1.639 -2.301
H -0.575 -0.363 -3.298
H -0.379 1.140 -1.453
H -3.095 -0.123 -0.829
H -2.786 0.852 -2.245
H -1.623 2.202 0.042
H -3.057 2.723 -0.879
H -4.472 1.248 0.614
H -2.988 0.666 1.359
H -0.647 0.417 0.932
H -2.013 -1.791 -0.143
H -0.504 -2.537 0.316
H -2.573 -2.198 2.118
Be 0.999 -0.956 -4.359
*
```

=====

(4)
ORCA calculation (wB97M-V/def2-TZVPD) on a structure of composition C13H23BeN4O2P2.

Calculated values
Frontier orbital gap ... 0.277 Ha

Structure (ORCA input):
```
! wB97M-V def2-TZVPD RIJCOSX def2/J DEFGRID3
* xyz 1 1
Be -0.336 0.917 0.782
P -2.384 0.419 0.525
C -2.451 1.038 -1.266
C -1.013 1.287 -1.724
N 0.017 1.185 -0.815
C 1.313 1.333 -1.226
C 1.599 1.865 -2.477
C 0.554 2.193 -3.336
C -0.762 1.840 -2.979
C 2.435 0.914 -0.254
P 2.306 -0.900 0.262
H -1.607 2.039 -3.642
H 2.651 1.985 -2.781
H 0.750 2.656 -4.302
H 3.420 1.104 -0.715
H 2.446 1.596 0.618
H -3.112 0.413 -1.903
H -3.118 1.926 -1.187
H -0.783 -2.202 -2.763
O -1.211 -2.772 -3.445
H -2.093 -2.906 -3.033
H 0.796 -2.820 0.077
O 0.165 -2.973 0.859
H -0.462 -3.578 0.342
C 3.469 -1.726 -0.918
H 4.366 -1.153 -1.182
H 3.789 -2.687 -0.497
H 2.946 -1.960 -1.853
C 3.323 -0.897 1.801
H 3.043 -1.846 2.272
H 4.413 -0.905 1.692
H 3.060 -0.113 2.519
C -3.553 1.714 1.133
H -4.538 1.608 0.642
H -3.708 1.662 2.217
H -3.165 2.725 0.916
C -3.293 -1.161 0.708
H -3.591 -1.295 1.757
H -4.198 -1.149 0.083
H -2.617 -1.984 0.428
N 0.260 0.990 2.258
C 0.320 0.958 3.445
N 0.444 1.033 4.702
C 0.160 0.145 5.657
N -0.049 -0.519 6.606
*
```